No. 1
DFT (ωB97M-V/def2-TZVPD) results for a cluster of 13 separate species, C21H68N8O13 in total.

Summary:
Energy above the lowest of the compared OMol25 structures with the same formula, charge and spin (kcal/mol): 38.0
E_HOMO (Eh): -0.3132

ORCA input file:
```
! RIJCOSX wB97M-V def2-TZVPD def2/J DEFGRID3
* xyz 0 1
O -2.8134 -0.2608 -5.0907
O -1.0546 -0.5621 1.0536
O 2.5954 -2.3827 1.2421
O -1.2950 -3.1536 2.7400
O -6.0098 -1.1487 -0.3948
O -2.6694 -4.0388 -1.9988
O -3.0667 3.8655 1.4473
O -0.3606 3.4046 -0.5960
O -0.7806 -2.2417 -4.8376
O 3.3920 3.2375 2.2317
O 4.3811 3.7814 -2.9313
O 3.8352 -2.4401 -1.2242
O -2.4052 3.1919 4.1391
N -3.9853 1.6905 1.6534
N -1.6575 -3.9370 0.0483
N -2.3868 1.9440 0.2497
N -4.2478 -1.1376 1.2053
N -2.3843 -2.0481 -0.7435
N -3.2582 -2.2338 3.5418
N -1.4491 -1.0817 3.9838
N -6.2406 -0.8410 1.9333
C 4.5727 -0.7315 -2.6099
C 3.8047 2.6121 -3.4482
C 0.5976 -0.4443 -0.6813
C -1.9995 -2.1568 3.4217
C -1.1071 2.8594 3.7107
C 3.9647 1.0251 1.8632
C 0.1631 0.0839 0.6956
C -2.2102 0.9750 -4.9551
C -2.1775 -3.3304 -0.9178
C -0.2283 2.6788 4.9237
C 2.8220 2.0057 -2.4064
C 2.0810 -4.4957 2.2656
C -0.0706 -2.6773 -3.7328
C 1.4179 -2.2663 -3.8326
C 4.2667 -1.1185 -1.1679
C 1.6187 -3.0615 2.0035
C -3.1512 2.5409 1.0945
C -1.1134 0.8711 -3.9856
C 0.5663 4.2429 0.0359
C 2.8146 2.0134 1.9441
C -5.5141 -1.0458 0.9130
H -3.0345 -1.5540 -1.4396
H -7.2519 -0.9490 1.7385
H -2.9067 1.7838 -4.7264
H -0.4451 -0.7662 3.9874
H 1.5617 -4.9049 3.1605
H -1.2243 1.8897 3.2486
H -1.2070 -0.5002 1.9808
H 3.4064 -2.5057 -0.3007
H -4.5359 2.0331 2.4781
H -3.5124 -0.4101 -4.3990
H 3.5810 0.0734 1.4189
H 2.1279 2.7425 -2.1637
H 3.1584 -4.4183 2.4250
H -0.6018 1.9517 5.6122
H -0.7596 3.5911 3.0114
H 5.1217 0.1687 -2.7177
H 0.0914 5.1633 0.2477
H -2.7431 3.5698 3.3333
H 4.5042 1.8248 -3.8361
H 0.8281 -1.5666 -0.6257
H 1.4117 0.0983 -1.0683
H -3.9519 -1.4044 2.1392
H 1.5137 -2.5591 2.9231
H 0.9937 3.7702 0.9053
H 4.5394 0.9320 2.7994
H 5.0096 4.2576 -3.5573
H 1.3574 4.5527 -0.5706
H -2.0830 -0.3631 4.2587
H -1.9090 -1.4768 0.0372
H -2.2349 0.9007 0.3133
H -1.2031 -1.3648 -4.7887
H 3.7445 3.5524 1.3932
H -6.0112 -0.1366 2.6568
H 4.7438 1.3552 1.1822
H 3.3706 -2.3449 1.8524
H 1.8946 -5.0736 1.3475
H -0.0917 0.6358 -4.4028
H -3.6757 -1.4151 0.4261
H -0.4711 -2.3294 -2.8014
H -1.6269 -4.9502 -0.0482
H 2.2575 1.2094 -2.8109
H -0.1132 -3.7754 -3.7853
H 3.3155 3.0198 -4.3820
H -1.7787 1.2785 -5.8778
H -3.8340 -1.6916 4.1539
H -0.1175 -0.2003 -1.3957
H -1.3192 0.2078 -3.1738
H 0.6549 -3.1019 1.4972
H 5.2422 -1.4240 -3.0087
H 1.5721 -1.2925 -4.3991
H -0.3967 3.5551 5.5846
H 5.0406 -0.9041 -0.4456
H 2.2443 2.2041 0.9820
H -0.0075 1.1525 0.5196
H 0.8372 2.5826 4.7209
H 3.5246 -0.4977 -0.7384
H -1.6682 2.5625 -0.1568
H 2.0343 -3.0701 -4.3626
H 0.8395 -0.0519 1.5373
H 2.0100 1.7267 2.6514
H -1.1503 -3.5606 0.8165
H -0.3338 3.7547 -1.5166
H -3.9811 0.6811 1.4167
H -3.6930 -3.1385 3.2837
H 3.3828 1.6124 -1.5064
H 3.8013 -0.7023 -3.3272
H 1.8794 -2.0734 -2.8553
H -0.9791 1.8956 -3.6383
*
```

***

No. 2
DFT (ωB97M-V/def2-TZVPD) results for a cluster of 2 separate species, C2H2OS3 in total.

Summary:
Energy above the lowest of the compared OMol25 structures with the same formula, charge and spin (kcal/mol): 83.5
E_HOMO (alpha / beta) (Eh): -0.3403 / -0.3352

ORCA input file:
```
! RIJCOSX wB97M-V def2-TZVPD def2/J DEFGRID3
* xyz 0 1
S -1.8348 -0.6660 0.1712
S -0.6757 1.6203 -1.9902
S -1.7600 1.4173 -0.4366
O -1.0745 -1.4430 -0.7919
C 1.2441 -0.2905 0.1662
C 1.4397 -0.0802 1.3302
H 1.0100 0.2813 2.1989
H 1.6512 -0.8392 -0.6479
*
```

***

No. 3
DFT (ωB97M-V/def2-TZVPD) results for a cluster of 4 separate species, C25H57N5O in total.

Summary:
E_HOMO (Eh): -0.2864
SMILES: [H]/N=C(/C)C[C@@H]1CNC(=O)C1.CCN(CC)CC.CCN(CC)CC.CCN(CC)CC

ORCA input file:
```
! RIJCOSX wB97M-V def2-TZVPD def2/J DEFGRID3
* xyz 0 1
O 3.5886 -0.1748 -0.2752
N 8.8992 -0.3170 -1.0875
N -2.4301 -0.7110 -3.8166
N -3.0269 4.8255 0.3057
N -4.2910 -3.3808 1.3278
N 1.7353 1.1162 0.1952
C -2.6575 3.5560 -0.2952
C 7.4132 -1.0345 -2.9373
C -3.4769 2.3139 0.0799
C -3.8948 -4.5923 3.5489
C 0.4388 0.2875 -1.6059
C 8.3893 -1.4464 -1.8460
C 0.4728 1.3591 -0.5181
C 7.8867 0.5412 -0.4854
C -3.3483 -3.8235 2.3410
C 1.9197 0.3120 -2.0047
C -1.7491 -0.5133 -2.7710
C 10.0407 -0.6444 -0.2520
C -5.1435 -2.2577 1.6877
C -6.3801 -2.5448 2.5471
C -0.5992 0.4805 -2.7069
C -1.7046 4.4219 2.3632
C -4.9472 -4.4702 0.6237
C 6.8506 -0.1112 0.4339
C 9.8307 -1.6334 0.9006
C -5.5564 4.9620 -0.0584
C 2.5686 0.3623 -0.6368
C -3.0321 4.8523 1.7586
C -2.1223 -1.2540 -1.5186
C -4.1501 5.5213 -0.2994
C -5.6623 -4.0153 -0.6390
H 7.3525 1.0429 -1.2961
H -6.0192 -4.8827 -1.1953
H 9.2504 -1.1983 1.7132
H -5.4739 -1.7778 0.7632
H -3.2397 5.8854 2.0508
H -3.1227 -1.6609 -1.6258
H -2.8064 -2.9407 2.6927
H 9.3186 -2.5366 0.5657
H -1.6119 3.3621 -0.0442
H -0.8829 4.9947 1.9309
H -2.6116 -4.4546 1.8344
H -2.0673 -0.1618 -4.5980
H 7.1683 -1.8969 -3.5589
H 6.4786 -0.6525 -2.5244
H -3.6200 2.2400 1.1595
H -4.1635 -5.1835 0.3526
H 6.0203 0.5742 0.6064
H 10.8163 -1.0434 -0.9135
H 8.4183 1.3310 0.0520
H -5.6595 -5.0250 1.2551
H -4.4589 2.3017 -0.3899
H -1.0594 1.4697 -2.5959
H -6.5286 -3.3904 -0.4188
H -3.9626 5.5720 -1.3755
H -1.7158 4.5901 3.4406
H -5.7301 4.0354 -0.6040
H 10.7982 -1.9342 1.3076
H -6.9491 -3.3898 2.1557
H 7.2654 -0.3871 1.4031
H -2.9509 1.4114 -0.2430
H 2.2907 -0.5016 -2.6199
H 7.9071 -2.2095 -1.2141
H -2.6820 3.6930 -1.3801
H -3.8374 4.2431 2.1999
H 0.5493 2.3356 -1.0101
H 6.4220 -1.0067 -0.0173
H 1.6928 0.7282 1.1267
H -2.0862 -0.6110 -0.6369
H -5.7369 4.7714 1.0006
H -4.5524 -5.4068 3.2417
H -4.5077 -1.5256 2.1932
H -1.5041 3.3613 2.2023
H -4.4490 -3.9483 4.2304
H -1.4331 -2.0830 -1.3475
H -3.0672 -5.0310 4.1093
H -7.0407 -1.6759 2.5424
H -6.3012 5.6859 -0.3937
H -6.1276 -2.7636 3.5834
H -4.1185 6.5519 0.0665
H -4.9860 -3.4489 -1.2809
H 10.4325 0.2945 0.1493
H 2.1248 1.2634 -2.5142
H -0.3879 1.3722 0.1489
H -0.1083 0.4884 -3.6820
H 7.8522 -0.2624 -3.5712
H 0.2844 -0.6628 -1.0830
H 9.2558 -1.9335 -2.3032
*
```

***

No. 4
DFT (ωB97M-V/def2-TZVPD) results for a structure of composition C17H34N3Si4TeTl.

Summary:
Energy above the lowest of the compared OMol25 structures with the same formula, charge and spin (kcal/mol): 41.8
E_HOMO (Eh): -0.2223

ORCA input file:
```
! RIJCOSX wB97M-V def2-TZVPD def2/J DEFGRID3
* xyz 0 1
Tl -14.8514 -8.8377 5.7715
Te -13.3325 -10.6498 8.5562
Si -13.7249 -14.0190 10.7272
Si -12.3669 -11.2206 12.3801
Si -12.3632 -12.1847 10.3116
Si -10.1980 -12.9419 9.9761
N -6.4701 -9.1439 3.8977
N -16.9099 -8.3543 7.1821
N -11.5529 -9.6698 5.4143
C -9.7755 -14.0502 11.5153
C -19.2484 -7.8050 8.2384
C -13.6406 -14.8768 9.0577
C -12.1853 -12.5062 13.7601
C -15.5305 -13.4225 10.9773
C -10.8767 -10.7176 4.9519
C -7.5845 -9.2221 4.2021
C -8.9008 -9.3783 4.5934
C -14.0678 -10.2678 12.5447
C -9.1425 -11.4020 9.7173
C -10.8535 -10.1134 12.6463
C -9.5751 -8.2851 5.0918
C -10.8928 -8.5039 5.4907
C -17.9465 -8.0463 7.5921
C -13.3701 -15.2539 12.0824
C -10.2091 -13.9868 8.4164
C -9.5728 -10.5885 4.4105
H -14.2121 -16.0361 12.0588
H -14.9070 -10.9027 12.9023
H -15.8565 -13.6902 12.0007
H -19.1611 -8.2257 9.2402
H -20.0817 -8.2863 7.7091
H -13.0985 -13.0661 13.9743
H -19.4402 -6.7410 8.3376
H -12.6996 -15.4430 8.8444
H -9.9050 -10.7132 12.8415
H -9.2552 -13.5681 12.3272
H -16.2435 -13.9423 10.2717
H -11.4544 -13.2783 13.4630
H -11.0432 -13.6377 7.8326
H -10.2532 -15.0893 8.6203
H -9.0432 -14.8325 11.0895
H -11.1073 -9.5545 13.5289
H -15.6443 -12.3534 10.9156
H -11.8016 -11.9866 14.6797
H -14.4922 -15.5880 9.0139
H -13.7488 -14.2314 8.1527
H -11.3897 -11.7193 4.9628
H -9.0928 -11.4421 3.8669
H -12.3891 -15.7553 11.9782
H -8.3925 -11.7743 9.0179
H -14.3415 -9.8876 11.5690
H -10.5803 -14.6417 11.8821
H -8.6448 -10.9873 10.5788
H -9.2736 -13.8150 7.8363
H -13.3681 -14.7932 13.0626
H -9.0200 -7.3290 5.1164
H -10.7539 -9.4183 11.8063
H -9.6943 -10.6638 9.1753
H -11.4774 -7.6409 5.8552
H -13.9132 -9.4099 13.2297
*
```

***

No. 5
DFT (ωB97M-V/def2-TZVPD) results for a cluster of 3 separate species, C6H16IO2 in total.

Summary:
<S²>: 0.75
E_HOMO (alpha / beta) (Eh): -0.3667 / -0.3664

ORCA input file:
```
! RIJCOSX wB97M-V def2-TZVPD def2/J DEFGRID3
* xyz 0 2
I 7.9147 21.2558 -16.3509
O 10.9192 21.5924 -14.2038
O 5.5902 23.4141 -14.1528
C 6.2791 24.6244 -14.1116
C 11.6881 23.7486 -13.5481
C 11.7978 21.7340 -12.0080
C 7.6682 24.2611 -13.3804
C 6.6070 25.1502 -15.5300
C 10.9913 22.4759 -13.0777
H 8.1079 23.4010 -13.8854
H 7.4319 24.0001 -12.3488
H 11.1792 20.8986 -11.6802
H 11.8509 24.3349 -12.6438
H 10.0070 22.6731 -12.6531
H 12.1084 22.3380 -11.1556
H 12.6893 23.5376 -13.9239
H 7.4407 24.5558 -15.9040
H 10.1979 21.8150 -14.7969
H 5.7346 25.3588 -13.5181
H 11.1699 24.2934 -14.3373
H 6.8648 26.2092 -15.5410
H 5.9595 22.8323 -14.8212
H 8.3539 25.1076 -13.3432
H 5.8430 25.0290 -16.2979
H 12.7133 21.3325 -12.4424
*
```

***

No. 6
DFT (ωB97M-V/def2-TZVPD) results for a structure of composition C18H6CuO12.

Summary:
E_HOMO (Eh): 0.1480

ORCA input file:
```
! RIJCOSX wB97M-V def2-TZVPD def2/J DEFGRID3
* xyz -5 1
Cu 2.7308 -1.6346 0.6389
O 2.4186 2.0271 -3.0867
O 0.0515 -6.5342 1.7288
O -2.0055 -10.6340 0.8066
O -1.2814 1.9188 1.9032
O -1.5364 7.1248 3.0274
O -0.0556 5.0586 4.7058
O 0.2047 -11.3046 -1.1200
O 0.5601 7.1328 -2.7757
O -3.3449 3.5553 0.8190
O 1.4340 -6.8802 -0.6857
O 2.4532 6.3084 -1.1600
O -0.2474 2.9101 -4.2206
C 0.9989 6.0027 -2.9810
C 0.8475 -7.8565 -0.2208
C -1.6121 5.8167 2.9159
C 1.8869 3.2055 -3.0057
C 0.2768 5.0456 -3.6316
C 2.1343 5.4694 -2.0217
C 0.0784 -10.2515 -0.4145
C -2.3758 5.4621 1.8253
C -0.7456 4.8395 3.7201
C 0.9388 -9.2579 -0.7915
C 2.5971 4.0516 -2.1879
C 0.6171 3.7027 -3.6385
C -2.5306 4.0123 1.6512
C -0.9960 -9.8575 0.5904
C -1.1004 -8.6389 1.2070
C -0.1139 -7.5498 1.0226
C -0.7150 3.4928 3.4535
C -1.4579 3.0400 2.2939
H -0.6109 5.3916 -4.1402
H -2.8181 6.2336 1.2126
H -1.9227 -8.4209 1.8724
H 3.5344 3.7606 -1.7372
H -0.0697 2.7298 3.8631
H 1.7768 -9.4719 -1.4383
*
```

***

No. 7
DFT (ωB97M-V/def2-TZVPD) results for a cluster of 3 separate species, C3H10N2O in total.

Summary:
Energy above the lowest of the compared OMol25 structures with the same formula, charge and spin (kcal/mol): 135.1
E_HOMO (alpha / beta) (Eh): -0.2332 / -0.2451

ORCA input file:
```
! RIJCOSX wB97M-V def2-TZVPD def2/J DEFGRID3
* xyz 0 1
O 1.5876 0.9864 0.5120
N -0.7346 0.8272 0.5698
N 0.3131 1.6673 -1.2946
C -0.2304 -1.1560 -0.4403
C 0.3885 1.0581 -0.0880
C -0.6260 -2.0923 0.6668
H 0.0940 -2.0707 1.4912
H -0.9586 -1.0508 -1.2392
H 2.2850 1.3062 -0.0787
H -1.6096 -1.8380 1.0720
H -0.5473 2.3300 1.0992
H -0.6272 1.9121 -1.5704
H 0.7699 -1.3302 -0.8330
H -0.6891 -3.1361 0.3263
H 1.1102 2.1529 -1.6740
H -0.5254 0.4338 1.4809
*
```

***

No. 8
DFT (ωB97M-V/def2-TZVPD) results for a structure of composition C24H26AsO4Se2Ta.

Summary:
Energy above the lowest of the compared OMol25 structures with the same formula, charge and spin (kcal/mol): 33.8
E_HOMO (Eh): -0.5334

ORCA input file:
```
! RIJCOSX wB97M-V def2-TZVPD def2/J DEFGRID3
* xyz 2 1
Ta -0.7276 1.2673 1.2988
Se 0.8207 1.4345 3.1234
Se -0.1771 2.9151 -0.3458
As -0.5117 -0.8373 -0.1204
O 2.0357 0.9867 0.4292
O 2.9801 5.5018 1.9095
O -2.0887 -0.0577 2.2341
O -2.4722 2.0486 2.0668
C 0.1019 -1.1614 -1.9846
C -3.2513 -1.9565 -0.5225
C 0.7846 -0.4004 -4.1566
C -5.0415 -0.6407 -1.4596
C 1.1528 -3.1470 0.3890
C 0.0786 -2.6743 -3.8575
C 2.0265 2.9797 2.7201
C -0.3383 -4.1984 2.4777
C -2.7834 0.9336 2.5175
C -4.1916 0.4471 -1.5827
C 1.5690 -4.3059 1.0213
C -2.4043 -0.8576 -0.6164
C 0.5593 -0.1433 -2.8113
C -2.8782 0.3369 -1.1673
C -0.0424 -2.5253 0.7745
C -4.5667 -1.8413 -0.9515
C 3.5342 4.3498 1.3411
C 2.4084 3.2715 1.2662
C -0.7709 -3.0439 1.8431
C -0.1615 -2.4281 -2.5169
C 0.8191 -4.8355 2.0618
C 0.5532 -1.6613 -4.6784
C 2.9979 2.0525 0.5436
C 1.2954 3.9670 0.4783
H 4.3709 3.9734 1.9422
H -2.2030 1.1781 -1.3435
H 1.7280 4.5043 -0.3681
H 0.7317 -1.8549 -5.7255
H -5.2247 -2.6945 -0.8869
H 2.9220 2.7675 3.3060
H 1.5537 3.8656 3.1529
H 1.7317 -2.7146 -0.4263
H 3.3220 2.3458 -0.4608
H -3.6656 0.8219 3.1645
H 0.7182 0.8593 -2.4201
H 3.6392 6.2037 1.9409
H -2.8765 -2.8938 -0.1154
H -6.0668 -0.5554 -1.7847
H 0.8141 4.7074 1.1201
H 2.4752 -4.7973 0.6987
H -0.1140 -3.6536 -4.2678
H -0.5655 -3.2081 -1.8713
H 2.4941 0.2739 -0.0448
H 3.8559 1.6863 1.1148
H -0.9101 -4.6045 3.2968
H 3.8994 4.5406 0.3233
H 1.1459 -5.7399 2.5523
H 1.1328 0.3931 -4.7976
H -4.5431 1.3733 -2.0106
H -1.6754 -2.5540 2.1862
*
```

***

No. 9
DFT (ωB97M-V/def2-TZVPD) results for an isolated molecule of C6H9N.

Summary:
Energy above the lowest of the compared OMol25 structures with the same formula, charge and spin (kcal/mol): 17.6
E_HOMO (Eh): -0.2962
SMILES: Cc1c[nH]cc1C

ORCA input file:
```
! RIJCOSX wB97M-V def2-TZVPD def2/J DEFGRID3
* xyz 0 1
N 0.1814 1.6285 0.7679
C -0.7167 0.6478 1.1835
C -1.3081 -1.6604 0.4099
C 0.5037 -0.0459 -0.5589
C 0.9820 -0.9520 -1.6516
C 0.9028 1.2673 -0.3547
C -0.4654 -0.4210 0.3948
H 0.0345 -1.1083 -2.2216
H 0.2754 2.4272 1.3573
H -1.6698 -1.8354 -0.5766
H 1.4600 -1.8924 -1.2378
H -0.7117 -2.6078 0.5721
H 1.6751 1.9819 -0.7425
H 1.6991 -0.5261 -2.3047
H -2.1481 -1.7181 1.1323
H -1.2736 0.8647 2.1075
*
```

***

No. 10
DFT (ωB97M-V/def2-TZVPD) results for a cluster of 2 separate species, C5H14NO2 in total.

Summary:
Energy above the lowest of the compared OMol25 structures with the same formula, charge and spin (kcal/mol): 10.2
<S²>: 0.76
E_HOMO (alpha / beta) (Eh): -0.6949 / -0.6832

ORCA input file:
```
! RIJCOSX wB97M-V def2-TZVPD def2/J DEFGRID3
* xyz 2 2
O 1.2204 0.1499 1.7226
O -2.7131 -0.5704 1.5454
N -2.3837 0.3483 -0.9612
C -0.0877 -0.5627 -0.7237
C 2.4452 0.1151 -0.4253
C -0.9809 0.1496 -1.4395
C 1.3050 -0.5218 -1.2478
C 2.0105 0.9159 0.9057
H -2.5791 1.3029 -0.6428
H 1.4238 -0.1775 -2.2645
H 1.7809 -0.5480 2.1077
H 1.6587 -1.5845 -1.2314
H 1.4090 1.8189 0.7184
H -0.8385 0.6905 -2.3590
H -2.9717 -1.2786 2.1651
H 3.0682 0.8098 -0.9996
H -3.1107 0.1106 -1.6430
H 2.9591 1.1970 1.4008
H 3.1901 -0.6019 -0.0837
H -2.6446 -0.1453 -0.0217
H -0.3949 -0.9507 0.2235
H -1.8347 -0.3939 1.8949
*
```